Entry 1:
114
Properties=species:S:1:pos:R:3 method="wB97M-V/def2-TZVPD" e_above_lowest_ev=33.335 charge=0 orbital_gap_ev=7.98 multiplicity=1
C 21.310 0.430 -19.703
O 22.475 0.976 -20.258
H 20.891 1.050 -18.910
H 20.540 0.177 -20.431
H 21.667 -0.517 -19.298
H 22.823 1.612 -19.628
C 20.415 -1.743 -16.219
O 21.586 -2.125 -15.436
C 22.323 -1.051 -14.737
C 23.765 -1.115 -15.112
N 24.045 -0.648 -16.420
C 25.428 -0.756 -16.872
C 25.491 -0.495 -18.396
O 24.602 -1.335 -19.170
C 24.488 -1.025 -20.582
H 19.669 -1.276 -15.575
H 19.897 -2.622 -16.604
H 20.548 -1.020 -17.024
H 22.175 -1.304 -13.687
H 21.973 -0.041 -14.951
H 24.091 -2.152 -15.024
H 24.305 -0.549 -14.353
H 23.471 -0.988 -17.179
H 25.764 -1.762 -16.620
H 25.950 0.081 -16.410
H 26.500 -0.480 -18.807
H 25.136 0.531 -18.497
H 24.270 -1.939 -21.134
H 25.315 -0.555 -21.115
H 23.704 -0.269 -20.628
C 13.995 -3.803 -21.775
O 14.093 -3.832 -20.285
C 15.291 -3.232 -19.776
C 15.602 -3.567 -18.318
N 17.030 -3.320 -17.933
C 17.288 -3.522 -16.578
C 18.703 -2.990 -16.135
O 18.965 -3.235 -14.716
C 20.311 -3.035 -14.291
H 13.755 -2.795 -22.112
H 13.195 -4.459 -22.118
H 14.983 -4.050 -22.165
H 15.279 -2.174 -20.039
H 16.109 -3.581 -20.406
H 15.403 -4.616 -18.094
H 14.911 -2.998 -17.696
H 17.146 -2.323 -18.046
H 17.143 -4.576 -16.341
H 16.598 -3.050 -15.879
H 18.674 -1.922 -16.352
H 19.409 -3.580 -16.721
H 20.425 -3.734 -13.462
H 20.570 -1.995 -14.093
H 21.076 -3.444 -14.951
C 19.622 -4.737 -20.706
C 18.391 -4.739 -19.800
C 18.397 -5.940 -18.821
O 18.528 -3.583 -19.002
H 19.350 -5.567 -21.357
H 20.550 -4.960 -20.179
H 19.610 -3.824 -21.302
H 17.477 -4.609 -20.379
H 19.413 -6.040 -18.439
H 18.146 -6.893 -19.287
H 17.641 -5.812 -18.046
H 17.675 -3.293 -18.672
C 21.453 -0.854 -22.666
C 21.963 0.620 -22.940
C 20.900 1.589 -22.470
O 23.046 0.830 -22.145
H 22.229 -1.443 -23.155
H 20.639 -1.175 -23.316
H 21.257 -1.169 -21.641
H 22.231 0.791 -23.983
H 19.938 1.487 -22.973
H 21.261 2.604 -22.637
H 20.737 1.548 -21.393
H 22.806 0.906 -21.219
C 22.378 -2.443 -18.394
C 20.930 -2.861 -18.786
C 20.607 -2.696 -20.243
O 20.595 -4.181 -18.398
H 22.561 -1.372 -18.488
H 23.112 -2.966 -19.007
H 22.588 -2.587 -17.334
H 20.306 -2.169 -18.221
H 19.558 -2.623 -20.532
H 21.022 -3.521 -20.822
H 21.076 -1.818 -20.687
H 19.638 -4.226 -18.350
C 16.473 -1.689 -22.774
C 17.651 -2.570 -23.119
C 18.180 -3.434 -22.004
O 17.306 -3.452 -24.165
H 15.763 -1.816 -23.590
H 16.641 -0.640 -22.528
H 15.920 -2.106 -21.932
H 18.416 -1.861 -23.434
H 18.985 -4.099 -22.317
H 17.342 -4.034 -21.648
H 18.523 -2.896 -21.121
H 17.494 -4.339 -23.851
C 22.315 -4.863 -20.111
C 22.681 -5.434 -18.700
C 24.105 -5.849 -18.625
O 22.520 -4.435 -17.771
H 22.922 -3.983 -20.325
H 21.263 -4.577 -20.125
H 22.696 -5.487 -20.919
H 22.088 -6.323 -18.485
H 24.369 -6.338 -17.687
H 24.840 -5.060 -18.785
H 24.308 -6.518 -19.461
H 21.671 -4.004 -17.895

***

Entry 2:
129
Properties=species:S:1:pos:R:3 method="wB97M-V/def2-TZVPD" charge=+1 orbital_gap_ev="5.03 / 4.82" multiplicity=7
Ag 7.501 -7.476 -7.332
Fe 2.726 -8.627 -9.248
N 4.267 -8.730 -6.267
O 3.848 -8.516 -5.146
O 5.438 -8.533 -6.531
O 3.505 -8.892 -7.155
N 5.055 -6.272 -9.245
O 5.733 -6.270 -8.217
O 4.606 -5.278 -9.782
O 4.537 -7.305 -9.577
C 11.927 -7.224 -8.157
C 10.559 -6.994 -7.571
C 9.891 -5.733 -8.251
O 8.515 -5.523 -7.813
C 8.129 -4.149 -7.991
N 9.753 -8.183 -7.840
H 12.357 -8.130 -7.728
H 12.581 -6.378 -7.943
H 11.843 -7.336 -9.238
H 10.672 -6.792 -6.506
H 9.820 -5.788 -9.338
H 10.595 -4.909 -8.130
H 7.659 -4.004 -8.964
H 8.841 -3.355 -7.767
H 7.291 -4.013 -7.307
H 9.734 -8.521 -8.792
H 10.291 -8.978 -7.525
C 4.016 -4.807 -5.053
C 4.842 -4.883 -3.752
C 4.299 -3.817 -2.785
O 4.360 -2.542 -3.465
C 3.614 -1.541 -2.780
N 4.877 -6.278 -3.355
H 2.998 -5.189 -4.972
H 4.591 -5.143 -5.915
H 3.906 -3.788 -5.426
H 5.821 -4.667 -4.179
H 4.819 -3.818 -1.827
H 3.257 -3.983 -2.511
H 4.013 -1.327 -1.789
H 2.549 -1.773 -2.741
H 3.749 -0.573 -3.263
H 4.391 -6.885 -4.000
H 4.340 -6.437 -2.515
C 3.938 -0.600 -8.148
C 4.129 -2.110 -7.857
C 3.051 -3.061 -8.214
O 1.861 -2.476 -7.804
C 1.467 -2.627 -6.461
N 5.317 -2.598 -8.498
H 3.704 -0.283 -9.164
H 4.874 -0.099 -7.903
H 3.193 -0.140 -7.498
H 4.259 -2.153 -6.776
H 3.114 -4.105 -7.910
H 3.006 -3.033 -9.303
H 1.472 -3.660 -6.112
H 0.405 -2.390 -6.396
H 1.886 -1.832 -5.844
H 5.231 -3.591 -8.657
H 5.280 -2.338 -9.474
C 5.610 -1.853 -13.635
C 5.990 -3.105 -12.858
C 7.413 -3.078 -12.194
O 8.386 -2.589 -13.135
C 9.736 -2.793 -12.878
N 5.128 -3.171 -11.719
H 4.566 -1.894 -13.946
H 6.175 -1.802 -14.565
H 5.619 -0.907 -13.094
H 6.024 -4.033 -13.428
H 7.570 -4.043 -11.710
H 7.558 -2.301 -11.443
H 10.452 -2.321 -13.552
H 9.975 -3.847 -13.018
H 9.975 -2.373 -11.901
H 4.124 -3.172 -11.834
H 5.211 -3.936 -11.065
C 5.350 -8.312 -14.990
C 5.140 -7.483 -13.700
C 4.211 -6.299 -13.936
O 4.583 -5.473 -15.055
C 3.756 -4.339 -15.178
N 4.575 -8.223 -12.537
H 4.903 -9.292 -15.156
H 6.402 -8.569 -15.117
H 5.396 -7.601 -15.815
H 6.072 -7.052 -13.337
H 4.276 -5.578 -13.122
H 3.229 -6.662 -14.239
H 3.343 -4.061 -14.208
H 2.866 -4.709 -15.688
H 4.103 -3.485 -15.760
H 4.710 -7.562 -11.786
H 5.129 -8.985 -12.172
C 0.603 -6.195 -11.867
C 1.577 -6.617 -10.784
C 1.167 -6.247 -9.383
O 1.743 -7.041 -8.382
C 1.218 -6.848 -7.092
N 1.718 -8.009 -11.132
H 0.645 -5.109 -11.953
H -0.439 -6.510 -11.822
H 0.816 -6.617 -12.849
H 2.460 -6.016 -10.998
H 0.093 -6.436 -9.403
H 1.347 -5.208 -9.108
H 1.329 -7.718 -6.446
H 0.159 -6.589 -7.116
H 1.725 -5.987 -6.656
H 1.926 -8.003 -12.120
H 0.775 -8.356 -11.230
C 4.368 -12.107 -11.440
C 3.555 -11.466 -10.250
C 4.050 -12.187 -8.957
O 3.283 -11.770 -7.857
C 3.700 -12.239 -6.572
N 3.951 -10.112 -10.165
H 4.010 -11.665 -12.370
H 4.276 -13.190 -11.356
H 5.445 -11.943 -11.490
H 2.468 -11.530 -10.295
H 5.099 -11.912 -8.857
H 4.018 -13.255 -9.176
H 4.701 -11.955 -6.246
H 3.742 -13.329 -6.592
H 2.988 -11.868 -5.835
H 3.919 -9.767 -11.114
H 4.954 -10.199 -10.085

***

E: -1971.73384; -3993.73887 (Eh)
Max |F|: 0.3527; 0.1493 (Eh/bohr)